A cluster of 2 separate species, C5H11N in total at a distorted geometry. Source: OMol25; level of theory: ωB97M-V with the def2-TZVPD basis set.

## Properties
* SMILES string: C=CC.C=CN
* ΔE to the lowest compared entry with this formula, charge and spin: 207.2 kJ/mol

Positions of all 17 atoms, in Å:
N: 0.939 -1.452 -2.691
C: 0.449 0.744 -1.737
C: 0.228 0.689 2.609
C: -1.494 -0.760 1.656
C: 0.929 -0.027 -2.724
C: -0.899 0.444 1.715
H: 0.725 -1.739 -3.643
H: 0.921 -0.132 2.800
H: -1.486 -1.472 2.476
H: -1.239 1.180 0.994
H: 0.126 -1.749 -2.155
H: 0.327 0.351 -0.743
H: 0.409 1.816 -1.882
H: -2.348 -0.868 0.993
H: 0.051 1.101 3.620
H: 1.425 0.393 -3.591
H: 0.937 1.482 2.304

Atomic partial charges in e from the Löwdin method, atoms 1 to 4: number 1, N, carries 0.01; number 2, C, carries -0.03; number 3, C, carries -0.15; number 4, C, carries -0.02